Entry from the OMol25 dataset: C4H10N4O in the gas phase (wB97M-V/def2-TZVPD).

SMILES string: C[N@H+]1N(N)[C@@]2(N)C[C@@]12[O-]
LUMO level in Eh: 0.0230
M in u: 130.2
HOMO-LUMO gap in eV: 7.86
Relative energy (zero: lowest compared OMol25 entry of this formula, charge and spin) in eV: 5.311
Charge: 0

CARTESIAN COORDINATES (ANGSTROEM)
C 0.0552 -1.4142 -1.0463
C -1.7485 1.2587 -1.0064
N -0.4994 0.9660 -0.3237
C 0.6182 -0.0137 -1.1079
C 0.6850 -0.8487 0.2192
N 0.0218 0.3430 2.1417
N 1.8361 -1.3715 0.8077
N -0.4077 -0.1859 0.9909
O 1.4107 0.5504 -1.8820
H 0.0285 1.7938 -0.0516
H -0.7037 0.7568 2.7060
H 0.9365 0.7870 2.1786
H 2.5661 -0.7190 1.0477
H 1.7129 -2.1109 1.4849
H -1.0074 -1.6395 -1.0518
H 0.6847 -2.1360 -1.5485
H -2.3173 2.0104 -0.4574
H -1.5404 1.6305 -2.0133
H -2.3314 0.3430 -1.0880

=====

Entry from the OMol25 dataset: 2 unconnected molecules or ions with the total composition C6H8N2O2S (wB97M-V/def2-TZVPD).

LUMO level (alpha / beta) in Eh: -0.0442 / -0.0225
M in u: 172.2
HOMO-LUMO gap (alpha / beta) in eV: 8.18 / 7.83
Relative energy (zero: lowest compared OMol25 entry of this formula, charge and spin) in eV: 5.967
Charge: 0

CARTESIAN COORDINATES (ANGSTROEM)
C 3.1054 -0.1838 0.1537
C 2.5161 1.0705 0.2237
C 2.3298 -1.3059 -0.0984
C 1.1550 1.2082 0.0368
C 0.9629 -1.1882 -0.2564
C 0.3708 0.0726 -0.1814
N -0.9948 0.2242 -0.3229
N -1.8675 -0.6764 0.0343
O -3.3610 1.3515 -0.2324
O -4.4173 -0.7866 0.5352
S -3.4060 -0.0835 -0.1690
H 4.1704 -0.2847 0.2960
H 3.1200 1.9404 0.4293
H 2.7934 -2.2775 -0.1711
H 0.6815 2.1767 0.0967
H 0.3373 -2.0464 -0.4429
H -1.3725 1.1752 -0.4298
H -2.5544 0.0997 2.0053
H -3.5691 -0.4860 -1.5066

=====

Entry from the OMol25 dataset: C2H3N3 in the gas phase (wB97M-V/def2-TZVPD).

SMILES string: [H]/N=N/N=C=C
LUMO level in Eh: 0.0105
M in u: 69.1
HOMO-LUMO gap in eV: 9.87
Relative energy (zero: lowest compared OMol25 entry of this formula, charge and spin) in eV: 4.563
Charge: 0

CARTESIAN COORDINATES (ANGSTROEM)
N -1.5952 -0.4008 0.1886
C 1.0747 1.1177 -0.2321
C 0.6861 -0.0780 0.0642
N 0.3867 -1.2743 0.1547
N -0.9805 -1.4421 -0.1083
H -2.5841 -0.5961 0.0307
H 0.9499 1.9897 0.3997
H 2.0624 0.6838 -0.4974

=====

Entry from the OMol25 dataset: C16H21N3O3S2 in the gas phase (wB97M-V/def2-TZVPD).

SMILES string: CNS(=O)(=O)c1cccc(C(=O)NC[C@H](c2cccs2)N(C)C)c1
LUMO level in Eh: 0.0172
M in u: 367.5
HOMO-LUMO gap in eV: 9.32
Relative energy (zero: lowest compared OMol25 entry of this formula, charge and spin) in eV: 2.130
Charge: 0

CARTESIAN COORDINATES (ANGSTROEM)
C 4.1852 -0.0987 1.5434
N 3.2583 -1.1389 1.1553
S 3.5507 -1.7614 -0.3799
O 4.9612 -1.8700 -0.6323
O 2.7420 -2.9388 -0.4960
C 2.8603 -0.4556 -1.3818
C 1.5131 -0.1996 -1.2354
C 0.9360 0.8296 -1.9716
C 1.7376 1.5837 -2.8270
C 3.0854 1.3053 -2.9706
C 3.6571 0.2732 -2.2412
H 4.7041 0.0249 -2.3176
H 3.6912 1.8930 -3.6432
H 1.2769 2.3938 -3.3725
C -0.5067 1.2114 -1.8419
O -0.8925 2.3464 -2.0446
N -1.3370 0.1911 -1.5321
H -0.9562 -0.7098 -1.2873
C -2.7104 0.4053 -1.1624
H -2.9086 1.4770 -1.2505
H -3.3768 -0.1266 -1.8480
C -2.9597 -0.0484 0.2938
C -2.2746 0.9157 1.2094
C -2.8404 1.9039 1.9541
C -1.8922 2.6763 2.6617
C -0.6201 2.2603 2.4451
S -0.5480 0.9239 1.3672
H 0.2904 2.6580 2.8470
H -2.1527 3.5003 3.3013
H -3.9010 2.0775 1.9986
N -2.4635 -1.4079 0.5077
C -2.6373 -1.8209 1.8886
H -3.6986 -1.9012 2.1700
H -2.1646 -2.7920 2.0242
H -2.1572 -1.1081 2.5545
C -3.0861 -2.3816 -0.3705
H -4.1825 -2.3968 -0.2700
H -2.7039 -3.3680 -0.1135
H -2.8318 -2.1851 -1.4091
H -4.0503 0.0165 0.4836
H 0.9631 -0.7953 -0.5241
H 3.2076 -1.8981 1.8193
H 4.0512 0.7349 0.8546
H 3.9553 0.2340 2.5533
H 5.2260 -0.4332 1.4902

=====

Entry from the OMol25 dataset: 13 unconnected molecules or ions with the total composition F6H24O12P (wB97M-V/def2-TZVPD).

LUMO level in Eh: 0.0885
M in u: 361.1
HOMO-LUMO gap in eV: 10.14
Relative energy (zero: lowest compared OMol25 entry of this formula, charge and spin) in eV: 1.782
Charge: -1

CARTESIAN COORDINATES (ANGSTROEM)
P 0.0751 -0.2418 -0.1340
F 0.7052 0.0095 1.3319
F -0.5547 1.3284 -0.0665
F 1.3921 0.3918 -0.7610
F -0.6753 -0.4193 -1.5917
F 0.7738 -1.6613 -0.2027
F -1.2874 -0.9761 0.5353
O 0.0522 4.2642 -0.9624
H -0.1358 3.3769 -1.2682
H 0.0586 4.7960 -1.7582
O 4.3352 1.3870 0.3272
H 3.4758 0.9929 0.1774
H 4.3207 2.1959 -0.1844
O 1.2469 2.8128 1.2420
H 1.1008 1.9074 1.5160
H 0.5454 2.9901 0.6154
O -3.7028 1.9600 1.3753
H -3.1769 1.4511 0.7583
H -3.3331 1.7527 2.2336
O 3.2683 -1.8589 0.9046
H 2.5676 -1.4993 0.3606
H 3.0218 -1.6243 1.7993
O -1.5825 0.5897 2.7378
H -0.9350 0.3220 2.0856
H -1.0706 1.0250 3.4195
O -2.3306 1.6267 -2.6173
H -1.7962 1.3292 -1.8810
H -3.2220 1.3631 -2.3889
O -0.1864 -2.5343 -3.9840
H -0.7918 -2.1404 -4.6122
H -0.2975 -2.0165 -3.1866
O 3.0252 -0.8429 3.3124
H 2.8329 0.0082 2.9187
H 2.8087 -0.7334 4.2383
O -2.9497 -3.3288 1.1475
H -3.4392 -3.2753 0.3267
H -2.5594 -2.4610 1.2513
O 0.3309 -4.6351 1.1798
H -0.2271 -3.8728 1.0257
H 0.5930 -4.5591 2.0973
O -0.4074 0.3553 -4.5853
H -1.1011 -0.1583 -4.9992
H -0.7676 0.6029 -3.7338

=====

Entry from the OMol25 dataset: C3H5NO3S in the gas phase (wB97M-V/def2-TZVPD).

SMILES string: O=C(CO)C(=S)NO
LUMO level in Eh: -0.0350
M in u: 135.1
HOMO-LUMO gap in eV: 8.35
Relative energy (zero: lowest compared OMol25 entry of this formula, charge and spin) in eV: 5.299
Charge: 0

CARTESIAN COORDINATES (ANGSTROEM)
C -1.4971 0.7165 -0.2687
C -0.4188 -0.0877 0.4112
C 1.0843 0.5282 0.2379
H -2.7979 -0.7764 -0.0752
H -1.5791 1.6746 0.2883
H -1.1300 0.8622 -1.4195
H 3.0149 -0.0006 -0.2140
H 1.4834 -2.1632 0.2366
N 1.9998 -0.3809 0.1583
O -2.8742 0.3190 -0.2864
O -0.5740 -1.0384 1.3233
O 1.9026 -1.7431 -0.6200
S 1.3861 2.0899 0.2280

=====

Entry from the OMol25 dataset: 2 unconnected molecules or ions with the total composition H4O2 (wB97M-V/def2-TZVPD).

LUMO level (alpha / beta) in Eh: -0.1691 / -0.4627
Multiplicity: 2
M in u: 36.0
HOMO-LUMO gap (alpha / beta) in eV: 15.24 / 5.18
Relative energy (zero: lowest compared OMol25 entry of this formula, charge and spin) in eV: 1.229
Charge: +1

CARTESIAN COORDINATES (ANGSTROEM)
O -0.6411 -1.0624 0.1677
H -1.1304 -0.2888 -0.1122
H -1.2941 -1.6186 0.5927
O 1.0071 1.0558 -0.6008
H 1.2059 1.6836 0.0940
H 0.8527 0.2304 -0.1414

=====

Entry from the OMol25 dataset: a molecular structure, C11H24FHgN3OV (wB97M-V/def2-TZVPD).

LUMO level (alpha / beta) in Eh: -0.3629 / -0.4266
Multiplicity: 2
M in u: 484.9
HOMO-LUMO gap (alpha / beta) in eV: 5.82 / 4.05
Relative energy (zero: lowest compared OMol25 entry of this formula, charge and spin) in eV: 1.502
Charge: +2

CARTESIAN COORDINATES (ANGSTROEM)
N 1.1187 0.4680 1.9714
C 1.6945 0.9244 2.9496
O 1.5263 1.6600 3.9423
Hg 3.6837 0.6399 3.6008
V 0.6747 -0.9559 0.9178
N 1.5518 -0.7950 -0.6874
N -1.1108 -0.6673 0.5513
C 1.5743 0.3199 -1.6625
C -2.0610 0.3435 1.0529
C 2.6941 0.1757 -2.6914
C 0.2317 0.3323 -2.3869
C 1.7781 1.6303 -0.9160
C -2.2053 0.1641 2.5628
C -3.4353 0.2186 0.4044
C -1.5044 1.7320 0.7819
H 3.6687 0.0794 -2.1993
H 2.7208 1.0774 -3.3167
H 2.5388 -0.6808 -3.3570
H 0.1383 -0.5545 -3.0278
H 0.1525 1.2285 -3.0160
H -0.6031 0.3199 -1.6707
H 0.9562 1.8541 -0.2269
H 1.8449 2.4476 -1.6471
H 2.7130 1.6052 -0.3406
H -2.5794 -0.8411 2.7904
H -2.9153 0.9046 2.9508
H -1.2419 0.3056 3.0668
H -3.9348 -0.7156 0.6868
H -3.3678 0.2775 -0.6889
H -4.0653 1.0479 0.7494
H -2.2181 2.4777 1.1568
H -1.3725 1.8981 -0.2946
H -0.5520 1.8832 1.2986
C 1.9153 -2.1151 -1.2005
H 1.9919 -2.8261 -0.3675
H 1.1830 -2.5156 -1.9224
H 2.8906 -2.0836 -1.7037
C -1.6699 -1.9429 0.1091
H -0.8735 -2.7002 0.0499
H -2.4381 -2.3231 0.8021
H -2.1315 -1.8673 -0.8887
F 1.0383 -2.4311 1.8167

=====

Entry from the OMol25 dataset: 2 unconnected molecules or ions with the total composition C16H38BrNO4PS (wB97M-V/def2-TZVPD).

LUMO level in Eh: -0.0899
M in u: 451.4
HOMO-LUMO gap in eV: 9.64
Charge: +1

CARTESIAN COORDINATES (ANGSTROEM)
C 0.4847 3.6964 2.8867
C 1.9105 4.3048 2.8317
C 2.5950 4.3212 1.4274
C 1.6619 4.0707 0.2243
C 1.3260 2.5768 -0.0345
S 2.2843 1.7845 -1.3573
C 1.4610 2.3157 -2.9124
C 0.2788 1.3928 -3.2524
N -0.8880 1.6394 -2.3898
C 3.9934 2.4060 -1.4275
C 5.0731 1.3635 -1.0441
C 4.7109 -0.1058 -1.3019
Br 5.7042 1.6386 0.8024
H 0.5833 2.6027 2.7861
H -0.2128 4.0881 2.1408
H 0.0724 3.8420 3.8932
H 1.8765 5.2966 3.3014
H 2.5339 3.6928 3.5001
H 2.9999 5.3362 1.2892
H 3.4698 3.6543 1.4256
H 2.1696 4.4668 -0.6717
H 0.7466 4.6626 0.3313
H 0.2575 2.5198 -0.2849
H 1.4550 1.9837 0.8785
H 2.2379 2.2907 -3.6844
H 1.0811 3.3382 -2.7819
H -0.0256 1.6802 -4.2700
H 0.5505 0.3264 -3.2866
H -0.7695 1.1162 -1.5240
H -1.7004 1.2167 -2.8325
H 4.1184 3.2867 -0.7829
H 4.1611 2.7722 -2.4498
H 5.9439 1.5798 -1.6726
H 5.5152 -0.7088 -0.8567
H 3.7855 -0.4370 -0.8218
H 4.7356 -0.3520 -2.3734
O -3.8356 -1.9968 1.0243
P -2.9557 -3.1494 0.6552
O -1.7598 -2.4224 -0.2101
C -0.8001 -1.6410 0.4850
C 0.1344 -2.4919 1.3295
O -3.8255 -3.8087 -0.5672
C -5.1964 -3.4550 -0.7626
C -5.3376 -2.2766 -1.7097
O -2.1032 -4.5749 0.7726
C -2.3717 -5.3964 1.9294
C -3.8204 -5.8381 2.0012
H -1.3073 -0.8921 1.1030
H -0.2184 -1.1116 -0.2762
H -0.4017 -2.9506 2.1635
H 0.9413 -1.8846 1.7450
H 0.5650 -3.2990 0.7374
H -5.6817 -3.2564 0.1929
H -5.6964 -4.3258 -1.1897
H -4.6257 -1.4828 -1.4831
H -6.3464 -1.8644 -1.6600
H -5.1422 -2.5920 -2.7360
H -2.0956 -4.8458 2.8333
H -1.7191 -6.2658 1.8597
H -4.4909 -4.9823 2.1374
H -3.9723 -6.5173 2.8401
H -4.1182 -6.3374 1.0796

=====

Entry from the OMol25 dataset: 2 unconnected molecules or ions with the total composition C8H11NO5S (wB97M-V/def2-TZVPD).

SMILES string: Cc1ccc(S(=O)(=O)O)cc1.NC(=O)O
LUMO level in Eh: 0.0224
M in u: 233.2
HOMO-LUMO gap in eV: 10.30
Relative energy (zero: lowest compared OMol25 entry of this formula, charge and spin) in eV: 0.000
Charge: 0

CARTESIAN COORDINATES (ANGSTROEM)
C -1.9631 0.4741 1.1759
C -1.6950 0.3910 -1.2794
C -0.5413 0.6356 1.2779
C -0.3400 0.5570 -1.1057
C -2.4833 0.3559 -0.1139
C 0.2427 0.6914 0.1111
C -3.9514 0.0634 -0.1941
C 4.9436 -0.5844 -0.1937
N 5.5801 -1.6573 0.2120
O 2.1518 2.2258 1.0278
O 2.5992 1.0989 -1.1249
O 4.0868 -0.9571 -1.1997
O 2.5146 -0.2765 1.0284
O 5.0597 0.5416 0.2102
S 2.0204 1.0135 0.1869
H -2.4980 0.5475 2.0473
H -1.9841 0.1353 -2.2822
H -0.0216 0.8403 2.2507
H 0.2100 0.9376 -2.0408
H -4.2562 0.5956 0.6839
H -4.3490 0.3774 -1.1491
H -4.2304 -1.0164 -0.0328
H 5.7883 -2.4045 -0.5529
H 6.5064 -1.6302 0.6688
H 3.4570 -0.1633 -1.4397
H 2.9245 -0.9337 0.4384

=====

Entry from the OMol25 dataset: C5H6O2 in the gas phase (wB97M-V/def2-TZVPD).

SMILES string: C#CC(=O)[C@@H](C)O
LUMO level in Eh: 0.0003
M in u: 98.1
HOMO-LUMO gap in eV: 10.38
Relative energy (zero: lowest compared OMol25 entry of this formula, charge and spin) in eV: 2.954
Charge: 0

CARTESIAN COORDINATES (ANGSTROEM)
C -0.1224 -1.6969 0.2837
C 0.5882 -0.3693 0.4679
O 1.9698 -0.5209 0.3046
C 0.1568 0.7244 -0.4899
O 0.9862 1.5106 -0.9012
C -1.2432 1.0191 -0.7759
C -1.8725 2.0401 -0.6185
H 0.3558 -2.4341 0.9342
H -0.0412 -2.0433 -0.7503
H -1.1802 -1.6241 0.5581
H 0.3535 0.0238 1.4770
H 2.2642 0.3403 -0.0463
H -2.2150 3.0303 -0.4433

=====

Entry from the OMol25 dataset: 7 unconnected molecules or ions with the total composition C35H35ClNO10 (wB97M-V/def2-TZVPD).

LUMO level in Eh: 0.0796
M in u: 665.1
HOMO-LUMO gap in eV: 7.50
Relative energy (zero: lowest compared OMol25 entry of this formula, charge and spin) in eV: 1.822
Charge: -1

CARTESIAN COORDINATES (ANGSTROEM)
Cl 0.0619 0.6888 -0.7168
N -5.6201 -0.0472 -0.6398
C -6.2211 -0.9522 0.2032
C -5.3911 -1.8582 0.9932
C -4.0091 -1.8162 0.8712
C -3.4031 -0.9212 -0.0208
C -4.1641 -0.0722 -0.7858
H -7.4011 -0.7202 0.0472
H -5.7231 -2.5412 1.6562
H -3.4021 -2.3702 1.7152
H -2.3411 -0.8442 0.1342
H -3.7061 0.6128 -1.6518
C -0.9881 -3.8492 4.3662
C -0.6311 -3.8512 2.9192
C -0.5511 -2.7342 2.2102
C -0.9421 -1.4652 2.8292
C -1.0171 -1.3542 4.3242
C -1.0891 -2.5932 5.0252
O -1.1121 -2.6232 6.4152
O -0.3001 -2.6382 0.8482
H -0.9071 -4.7582 4.9392
H -0.3791 -4.7022 2.3572
H -0.8581 -0.3402 2.1822
H -1.1201 -0.4492 4.8092
H -1.1641 -1.7192 7.0522
H -0.1151 -1.7102 0.4192
C 2.5439 0.9138 3.8142
C 1.5189 0.9648 2.6072
C 0.4289 1.8088 2.9142
C 0.1269 2.2878 4.2782
C 1.1089 2.2398 5.2492
C 2.2359 1.3918 5.1212
O 3.0549 1.2908 6.1272
O -0.5801 2.1538 1.9372
H 3.3259 0.0748 3.5782
H 1.7269 0.3788 1.6352
H -0.5901 3.0508 4.3802
H 1.2729 2.7488 6.2422
H 3.8289 0.9058 5.6712
H -0.4471 1.7918 1.0572
C -1.5311 5.5178 -1.7258
C -0.6991 4.3298 -1.3338
C 0.7699 4.4368 -1.5318
C 1.2529 5.5878 -2.0958
C 0.4499 6.6528 -2.5058
C -0.9331 6.6278 -2.2908
O -1.6241 7.6708 -2.8028
O 1.4689 3.2868 -1.3868
H -2.5791 5.3998 -1.4848
H -1.0141 3.5858 -0.7338
H 2.2129 5.6828 -2.4208
H 1.0169 7.5958 -2.7348
H -2.5561 7.5428 -3.2968
H 0.9559 2.3838 -1.0878
C 5.4739 -3.5372 -0.9888
C 3.9439 -3.4432 -1.2788
C 3.3459 -2.2322 -1.1898
C 4.1049 -1.0452 -1.0088
C 5.4969 -1.1492 -0.7218
C 6.1559 -2.3672 -0.7268
O 7.4909 -2.4362 -0.3748
O 2.0369 -2.1142 -1.3658
H 5.8489 -4.3522 -0.5888
H 3.2939 -4.2082 -1.4208
H 3.5589 -0.0862 -1.0518
H 6.0899 -0.1792 -0.4878
H 7.7289 -1.5962 -0.3848
H 1.7159 -1.1882 -1.2738
C -1.4971 -0.4832 -5.6658
C -2.0251 -1.8642 -6.0068
C -1.9051 -2.9062 -5.1608
C -1.3411 -2.7212 -3.8838
C -0.8921 -1.4402 -3.5428
C -0.9311 -0.3652 -4.3858
O -0.5621 0.8998 -3.9988
O -2.2991 -4.1372 -5.5238
H -1.8271 0.4238 -6.3018
H -2.7151 -2.0402 -6.9608
H -1.0681 -3.4222 -3.2088
H -0.4841 -1.5092 -2.5678
H -0.4001 0.6848 -3.1458
H -2.5881 -3.8562 -6.4658

=====

Record-wise F_max values, in eV/A: 1.56; 2.74; 1.87; 0.95; 1.89; 7.92; 1.99; 6.24; 7.34; 6.72; 1.07; 7.73